Computed, not measured: C5H7NOS in the gas phase in a non-equilibrium geometry, with ωB97M-V/def2-TZVPD.

Last column: Löwdin charge in e.
CARTESIAN COORDINATES (ANGSTROEM)
C -1.985 0.857 -1.432  0.047
C -1.062 0.626 -0.498  -0.229
C -0.807 -0.680 0.007  -0.635
S -1.754 -2.004 -0.036  0.772
N 0.533 -0.840 0.896  -0.162
O 0.587 -1.994 1.648  -0.047
C 1.592 0.014 0.917  -0.193
C 1.946 0.854 -0.055  0.009
H -2.204 1.849 -1.780  0.065
H -2.534 0.047 -1.882  0.052
H -0.500 1.436 -0.055  0.098
H -0.204 -2.511 1.362  -0.002
H 2.172 -0.067 1.831  0.122
H 2.775 1.525 0.084  0.050
H 1.447 0.889 -1.008  0.052

Properties
Lowest unoccupied orbital energy (alpha / beta) = -0.871 / -0.870 eV
Gap between HOMO and LUMO (alpha / beta) = 7.174 / 7.176 eV
E_HOMO (alpha / beta) = -8.05 / -8.05 eV